[1]
{
  "formula": "C25H44Cl3N4O3ScSeSi",
  "method": "ωB97M-V/def2-TZVPD",
  "de_lowest_kj_mol": 88.9,
  "spin_multiplicity": 1,
  "homo_energy_ev": -6.909,
  "largest_force_ev_per_a": 2.37,
  "species": ["C", "C", "H", "H", "H", "C", "C", "H", "H", "H", "H", "Sc", "Cl", "Cl", "H", "H", "C", "C", "N", "H", "C", "O", "H", "H", "H", "H", "H", "H", "C", "C", "N", "H", "C", "O", "H", "H", "H", "H", "O", "C", "C", "C", "H", "C", "H", "C", "H", "C", "C", "H", "H", "H", "Si", "Cl", "C", "C", "C", "H", "H", "H", "H", "H", "H", "H", "H", "H", "C", "N", "C", "C", "N", "C", "C", "Se", "H", "H", "H", "H", "H", "H", "H", "H"],
  "coordinates": [[-1.7928, 2.4519, -3.3973], [-0.8856, 3.0090, -2.3473], [-2.3317, 3.2370, -3.9373], [-2.5311, 1.7764, -2.9509], [-1.2066, 1.8682, -4.1166], [-0.9100, 4.2847, -1.9306], [-1.9101, 5.2824, -2.3781], [-0.1275, 4.7122, -1.3002], [-2.8517, 4.7908, -2.6218], [-1.5764, 5.8215, -3.2688], [-2.0939, 6.0283, -1.6009], [-0.4437, -0.6824, 0.0018], [0.9978, -1.3566, -1.9312], [-2.0760, -2.1389, 1.0770], [1.8976, -4.7573, 3.0902], [2.0808, -6.2147, 0.7561], [0.9105, -4.5294, 2.6661], [1.1425, -5.7118, 0.4939], [1.0067, -4.4515, 1.2166], [0.5331, -3.5823, 3.0587], [0.9592, -3.3029, 0.5493], [0.7836, -2.1574, 1.0635], [1.1296, -5.4892, -0.5759], [1.0636, -3.4022, -0.5450], [0.2343, -5.3532, 2.9218], [0.3122, -6.3839, 0.7371], [-2.5956, 2.1845, -0.1755], [-1.6307, 4.4709, 1.1010], [-2.7865, 1.8912, 0.8643], [-1.8635, 3.8874, 2.0046], [-1.7449, 2.4569, 1.7218], [-2.7825, 0.7996, 0.9323], [-0.7268, 1.7159, 2.1759], [-0.5838, 0.4949, 1.8803], [-1.1600, 4.1763, 2.7929], [0.0084, 2.2488, 2.8165], [-3.7508, 2.3063, 1.1754], [-2.8942, 4.1099, 2.3073], [-0.5186, 1.1515, -0.8962], [0.1333, 2.0218, -1.7548], [1.0726, 3.3724, 0.1516], [1.3009, 2.7749, -1.0847], [0.0528, 3.2952, 0.5549], [2.0895, 4.0684, 0.8115], [0.5387, 1.4665, -2.6217], [2.5247, 2.9719, -1.7323], [1.9124, 4.3847, 1.8462], [3.2722, 4.3306, 0.1183], [3.4918, 3.7875, -1.1552], [2.6605, 2.4668, -2.6811], [4.0267, 4.9632, 0.5905], [4.4299, 3.9712, -1.6862], [-3.2459, -2.6597, -2.3046], [-2.4682, -0.6455, -1.9243], [-4.4564, -2.9057, -0.9004], [-1.7305, -3.7417, -2.4511], [-4.2028, -2.7683, -3.9098], [-4.5230, -2.0180, -0.2593], [-4.2202, -3.7539, -0.2480], [-5.4560, -3.1011, -1.3120], [-5.1804, -2.2823, -3.8287], [-4.3934, -3.8344, -4.1072], [-3.6817, -2.3418, -4.7727], [-0.8302, -3.2732, -2.0294], [-1.5096, -3.9916, -3.5004], [-1.9084, -4.6979, -1.9412], [4.2399, -2.0628, 0.3847], [3.8021, -1.6285, 1.6903], [3.8782, -2.3965, 2.8396], [3.2213, -1.7151, 3.8187], [2.7615, -0.5400, 3.2542], [1.9298, 0.4284, 3.9311], [3.0719, -0.4918, 1.9186], [2.4755, 0.6846, 0.6650], [5.1991, -2.5795, 0.4908], [4.3344, -1.1896, -0.2632], [3.5137, -2.7422, -0.0747], [4.3839, -3.3469, 2.8692], [3.0338, -1.9579, 4.8535], [0.8642, 0.1859, 3.8223], [2.1912, 0.4290, 4.9967], [2.1154, 1.4204, 3.5045]]
}


[2]
{
  "formula": "C10H7AsCrN3S5Se3Te",
  "method": "ωB97M-V/def2-TZVPD",
  "de_lowest_kj_mol": 0.0,
  "charge": -2,
  "spin_multiplicity": 2,
  "homo_energy_ev": [-1.340, -1.306],
  "largest_force_ev_per_a": 0.20,
  "species": ["Cr", "S", "As", "S", "S", "S", "Se", "Se", "Te", "Se", "N", "C", "C", "C", "C", "C", "C", "N", "C", "C", "C", "S", "C", "N", "H", "H", "H", "H", "H", "H", "H"],
  "coordinates": [[1.8452, 0.5178, -0.2600], [3.9750, -2.3804, 2.4363], [3.8245, -0.2741, 2.1259], [1.7270, 0.3949, 2.1893], [4.0373, 0.1437, -0.0917], [5.1589, 0.9114, 3.2347], [1.7170, 0.4031, -2.7716], [2.7630, 2.3713, -3.4854], [1.4061, 4.0202, -2.1660], [1.6400, 2.8596, 0.0880], [-2.0276, -1.2617, 0.3108], [-2.6188, -0.0263, 0.1221], [-3.9392, 0.3948, 0.2113], [-4.1853, 1.7246, -0.0787], [-3.1478, 2.5918, -0.4487], [-1.8348, 2.1675, -0.5283], [-1.5687, 0.8356, -0.2266], [-0.3749, 0.1266, -0.2280], [-0.6958, -1.0988, 0.0837], [0.3144, -2.1304, 0.0827], [0.2161, -3.4720, 0.2462], [1.7619, -4.1740, 0.0242], [2.4340, -2.6214, -0.2516], [1.5682, -1.6571, -0.2112], [-2.4735, -2.1129, 0.5961], [-4.7367, -0.2827, 0.4907], [-5.1996, 2.1010, -0.0233], [-3.3806, 3.6235, -0.6806], [-1.0318, 2.8273, -0.8207], [-0.6561, -4.0613, 0.4751], [3.4827, -2.4616, -0.4445]]
}


[3]
{
  "formula": "C2H4N4",
  "method": "ωB97M-V/def2-TZVPD",
  "de_lowest_kj_mol": 228.1,
  "spin_multiplicity": 1,
  "homo_energy_ev": -9.919,
  "largest_force_ev_per_a": 5.04,
  "smiles": "Nn1cnnc1",
  "species": ["N", "N", "C", "N", "N", "C", "H", "H", "H", "H"],
  "coordinates": [[-1.9500, -0.0857, 0.0078], [-0.6341, 0.0574, -0.1066], [0.1865, -1.1206, -0.0248], [1.4001, -0.7583, 0.0165], [1.5075, 0.6780, 0.0167], [0.2355, 1.1131, 0.0341], [-2.2745, 0.6782, -0.6500], [-2.2897, 0.0668, 0.9592], [-0.2895, -2.1205, 0.0389], [0.0576, 2.1816, 0.0553]]
}


[4]
{
  "formula": "C27H35NO7",
  "method": "ωB97M-V/def2-TZVPD",
  "de_lowest_kj_mol": 226.7,
  "spin_multiplicity": 1,
  "homo_energy_ev": -8.099,
  "largest_force_ev_per_a": 0.70,
  "smiles": "CCOc1cc(C(=O)N[C@@H](CC(=O)O)c2ccc(OC3CCCC3)cc2)cc(OCC)c1OCC",
  "species": ["C", "C", "O", "C", "C", "C", "C", "O", "N", "C", "C", "C", "O", "O", "C", "C", "C", "C", "O", "C", "C", "C", "C", "C", "C", "C", "C", "C", "O", "C", "C", "C", "O", "C", "C", "H", "H", "H", "H", "H", "H", "H", "H", "H", "H", "H", "H", "H", "H", "H", "H", "H", "H", "H", "H", "H", "H", "H", "H", "H", "H", "H", "H", "H", "H", "H", "H", "H", "H", "H"],
  "coordinates": [[-5.2527, -3.0512, -3.3592], [-4.3102, -1.9610, -2.8726], [-4.7942, -1.5127, -1.6207], [-4.0992, -0.5509, -0.9456], [-2.9527, 0.0516, -1.4473], [-2.2887, 1.0360, -0.7313], [-1.0811, 1.6427, -1.3574], [-0.9509, 1.7570, -2.5598], [-0.1389, 2.0666, -0.4737], [1.1192, 2.6372, -0.8974], [1.3805, 3.9515, -0.1281], [2.7078, 4.5149, -0.5683], [2.9328, 5.0296, -1.6279], [3.6485, 4.3545, 0.3712], [2.2791, 1.6866, -0.7089], [3.1566, 1.4410, -1.7594], [4.2392, 0.6062, -1.5926], [4.4751, -0.0184, -0.3654], [5.5751, -0.8101, -0.3127], [5.8982, -1.5000, 0.8837], [7.2826, -2.1302, 0.6726], [6.9856, -3.5613, 0.2361], [5.8086, -3.9450, 1.1272], [4.9402, -2.6832, 1.1522], [3.5957, 0.2180, 0.6858], [2.5173, 1.0675, 0.5083], [-2.7829, 1.4545, 0.4985], [-3.9275, 0.8687, 1.0171], [-4.4857, 1.1765, 2.2215], [-4.1125, 2.3659, 2.8829], [-4.6250, 3.6200, 2.1807], [-4.5905, -0.1565, 0.3106], [-5.7239, -0.6195, 0.9100], [-6.0858, -1.9853, 0.8049], [-5.0040, -2.9213, 1.3319], [-5.2697, -3.8748, -2.6500], [-4.9211, -3.4198, -4.3255], [-6.2600, -2.6551, -3.4556], [-4.2890, -1.1294, -3.5888], [-3.2923, -2.3594, -2.7640], [-2.5551, -0.2131, -2.4128], [-0.2271, 1.8043, 0.4942], [1.0043, 2.8624, -1.9630], [1.4163, 3.7585, 0.9440], [0.5897, 4.6652, -0.3595], [4.5053, 4.6825, 0.0549], [2.9876, 1.9151, -2.7145], [4.9253, 0.4162, -2.4028], [5.9138, -0.7846, 1.7167], [7.8345, -2.1287, 1.6128], [7.8449, -1.5671, -0.0693], [6.6799, -3.5703, -0.8103], [7.8415, -4.2226, 0.3586], [6.1678, -4.1718, 2.1326], [5.2624, -4.8104, 0.7556], [4.2006, -2.7162, 0.3509], [4.4112, -2.5768, 2.0987], [3.7398, -0.2500, 1.6465], [1.8568, 1.2408, 1.3464], [-2.2896, 2.2519, 1.0306], [-4.5775, 2.2768, 3.8686], [-3.0241, 2.4146, 3.0233], [-4.1927, 3.7138, 1.1875], [-4.3680, 4.5001, 2.7642], [-5.7055, 3.5642, 2.0791], [-6.9831, -2.0588, 1.4259], [-6.3426, -2.2450, -0.2264], [-5.3772, -3.9417, 1.3469], [-4.7201, -2.6312, 2.3410], [-4.1225, -2.8794, 0.6965]]
}


Question: Number 1 is which compound?
Answer: C25H44Cl3N4O3ScSeSi